Arrangement a

A molecular structure, C48H55AgAsN6OSTe. Source: the Open Molecules 2025 dataset; level of theory: wB97M-V/def2-TZVPD.

**HOMO-LUMO gap (spin up / spin down)**: 7.21 / 6.57 eV
**⟨S²⟩**: 0.762
**LUMO (spin up / spin down)**: 0.0166 / -0.0142 Ha

Structure (ORCA input):
```
! RIJCOSX wB97M-V def2-TZVPD def2/J DEFGRID3
* xyz 0 2
Ag 1.036 2.081 -0.300
N 1.111 1.636 2.182
C 1.987 2.640 2.775
C 3.373 2.568 2.119
N 3.305 2.739 0.671
C 3.687 4.058 0.180
C 2.584 5.092 0.410
N 1.357 4.649 -0.246
H 0.135 1.797 2.402
H 1.353 0.714 2.521
H 2.113 2.508 3.857
H 1.546 3.620 2.594
H 3.803 1.592 2.344
H 4.017 3.330 2.576
H 3.869 2.042 0.200
H 3.850 3.971 -0.896
H 4.617 4.412 0.647
H 2.939 6.067 0.053
H 2.392 5.192 1.480
H 1.431 4.758 -1.250
H 0.549 5.182 0.051
S 2.719 1.870 -2.470
C 1.730 2.002 -3.816
N 0.422 2.228 -3.836
C -0.092 2.357 -5.193
C 1.159 2.148 -6.075
N 2.183 1.858 -5.083
H -0.098 2.548 -2.993
H -0.545 3.337 -5.341
H -0.855 1.599 -5.384
H 1.407 3.041 -6.653
H 1.038 1.315 -6.769
H 3.159 1.754 -5.285
C -5.569 -4.884 3.829
C -4.795 -3.805 3.120
C -5.061 -2.461 3.336
C -4.317 -1.461 2.714
C -4.639 -0.017 3.014
C -3.285 -1.802 1.836
Te -1.963 -0.258 0.941
N -1.104 1.747 -0.093
C -1.617 2.608 -0.921
O -0.857 3.228 -1.751
C -3.070 2.997 -0.925
C -3.540 3.791 -1.968
C -4.838 4.274 -1.956
C -5.689 3.971 -0.903
C -5.237 3.158 0.127
C -3.936 2.683 0.119
C -2.934 -0.555 -0.929
C -4.324 -0.546 -0.930
C -5.045 -0.617 -2.112
C -4.368 -0.670 -3.319
C -2.983 -0.715 -3.323
C -2.244 -0.687 -2.142
C -0.756 -0.865 -2.205
C -3.020 -3.160 1.598
C -1.926 -3.581 0.652
C -3.771 -4.136 2.240
H -6.423 -4.472 4.364
H -4.926 -5.394 4.550
H -5.928 -5.633 3.123
H -5.863 -2.183 4.012
H -5.543 0.063 3.618
H -4.785 0.550 2.093
H -3.819 0.453 3.561
H -2.866 4.039 -2.776
H -5.187 4.902 -2.767
H -6.694 4.374 -0.878
H -5.897 2.902 0.947
H -3.573 2.076 0.935
H -4.854 -0.499 0.013
H -6.127 -0.620 -2.091
H -4.914 -0.699 -4.254
H -2.457 -0.795 -4.269
H -0.428 -1.063 -3.227
H -0.457 -1.701 -1.569
H -0.236 0.018 -1.836
H -2.105 -3.168 -0.344
H -1.859 -4.666 0.573
H -0.963 -3.204 0.996
H -3.557 -5.183 2.049
C 2.114 -6.054 -0.137
C 1.849 -5.180 -1.181
C 1.838 -3.814 -0.950
C 2.096 -3.302 0.319
C 2.365 -4.185 1.359
C 2.374 -5.554 1.130
As 1.988 -1.341 0.545
C 3.720 -1.068 -0.307
C 3.982 -1.071 -1.666
C 5.276 -0.858 -2.120
C 6.302 -0.632 -1.212
C 6.049 -0.635 0.150
C 4.758 -0.866 0.613
C 4.353 -0.978 2.021
C 5.194 -0.885 3.125
C 4.682 -1.051 4.403
C 3.330 -1.307 4.593
C 2.485 -1.401 3.495
C 2.990 -1.245 2.212
H 2.115 -7.123 -0.309
H 1.646 -5.566 -2.172
H 1.631 -3.131 -1.768
H 2.570 -3.812 2.354
H 2.572 -6.237 1.947
H 3.180 -1.244 -2.371
H 5.485 -0.861 -3.182
H 7.309 -0.463 -1.572
H 6.861 -0.465 0.847
H 6.250 -0.684 2.995
H 5.339 -0.991 5.261
H 2.935 -1.429 5.593
H 1.428 -1.605 3.640
*
```

=====

Arrangement b

A molecular structure, C48H55AgAsN6OSTe. Source: the Open Molecules 2025 dataset; level of theory: wB97M-V/def2-TZVPD.

**HOMO-LUMO gap (spin up / spin down)**: 7.61 / 6.55 eV
**⟨S²⟩**: 0.755
**LUMO (spin up / spin down)**: 0.0170 / -0.0296 Ha

Structure (ORCA input):
```
! RIJCOSX wB97M-V def2-TZVPD def2/J DEFGRID3
* xyz 0 2
Ag 0.148 -0.426 0.356
N 1.397 -1.545 2.405
C 2.847 -1.462 2.309
C 3.301 -1.609 0.864
N 2.732 -0.577 0.016
C 3.055 -0.714 -1.397
C 2.131 0.134 -2.252
N 0.754 -0.337 -2.117
H 1.057 -1.338 3.335
H 1.050 -2.462 2.145
H 3.375 -2.211 2.913
H 3.155 -0.481 2.685
H 2.966 -2.576 0.475
H 4.401 -1.621 0.838
H 3.016 0.338 0.352
H 2.936 -1.769 -1.666
H 4.100 -0.453 -1.616
H 2.490 0.112 -3.288
H 2.158 1.176 -1.925
H 0.640 -1.243 -2.560
H 0.110 0.287 -2.589
S -1.812 -1.833 1.065
C -3.226 -0.841 0.880
N -4.468 -1.476 0.913
C -5.478 -0.436 1.091
C -4.696 0.811 0.637
N -3.282 0.433 0.700
H -4.506 -2.300 1.492
H -5.801 -0.352 2.134
H -6.357 -0.630 0.475
H -4.883 1.674 1.279
H -4.960 1.103 -0.386
H -1.860 1.628 0.023
C 4.161 7.104 4.230
C 3.355 6.053 3.521
C 2.949 6.220 2.208
C 2.203 5.250 1.533
C 1.816 5.539 0.107
C 1.861 4.085 2.215
Te 0.722 2.509 1.206
N -0.936 2.004 -0.233
C -0.648 2.396 -1.476
O 0.422 2.949 -1.771
C -1.652 2.135 -2.573
C -1.596 2.943 -3.705
C -2.490 2.749 -4.744
C -3.436 1.735 -4.666
C -3.481 0.916 -3.549
C -2.592 1.111 -2.500
C -0.819 2.465 2.651
C -1.172 1.222 3.161
C -2.200 1.106 4.083
C -2.867 2.244 4.505
C -2.520 3.481 3.983
C -1.503 3.620 3.040
C -1.214 4.983 2.476
C 2.265 3.882 3.543
C 1.909 2.645 4.323
C 3.006 4.874 4.172
H 4.276 7.995 3.614
H 5.159 6.734 4.474
H 3.686 7.399 5.167
H 3.214 7.132 1.682
H 1.305 6.503 0.045
H 1.175 4.781 -0.341
H 2.708 5.608 -0.519
H -0.840 3.716 -3.750
H -2.449 3.387 -5.618
H -4.136 1.583 -5.478
H -4.210 0.119 -3.490
H -2.624 0.469 -1.628
H -0.669 0.324 2.821
H -2.477 0.126 4.451
H -3.669 2.172 5.229
H -3.063 4.365 4.296
H -2.085 5.627 2.593
H -0.973 4.934 1.412
H -0.369 5.458 2.978
H 1.969 1.741 3.710
H 0.888 2.696 4.708
H 2.586 2.524 5.168
H 3.320 4.721 5.200
C -1.519 -8.073 0.132
C -0.383 -8.023 -0.661
C 0.205 -6.802 -0.962
C -0.338 -5.624 -0.462
C -1.473 -5.677 0.345
C -2.065 -6.899 0.632
As 0.409 -3.853 -0.807
C -0.641 -3.379 -2.372
C -1.965 -2.965 -2.396
C -2.548 -2.644 -3.614
C -1.810 -2.708 -4.790
C -0.485 -3.112 -4.766
C 0.105 -3.462 -3.554
C 1.493 -3.931 -3.377
C 2.451 -4.043 -4.381
C 3.723 -4.503 -4.072
C 4.052 -4.849 -2.767
C 3.107 -4.723 -1.758
C 1.830 -4.271 -2.061
H -1.979 -9.026 0.362
H 0.046 -8.936 -1.054
H 1.084 -6.770 -1.595
H -1.895 -4.761 0.745
H -2.952 -6.932 1.252
H -2.527 -2.883 -1.473
H -3.585 -2.336 -3.643
H -2.274 -2.439 -5.731
H 0.080 -3.161 -5.689
H 2.211 -3.774 -5.402
H 4.465 -4.591 -4.855
H 5.046 -5.210 -2.538
H 3.370 -4.981 -0.738
*
```

=====

Relative energies, kcal/mol: arrangement a 13.5; arrangement b 0.0.

=====

Arrangement a

2 unconnected molecules or ions with the total composition C5H8N2. Source: the Open Molecules 2025 dataset; level of theory: wB97M-V/def2-TZVPD.

**HOMO-LUMO gap**: 9.04 eV
**LUMO**: 0.0059 Ha

Structure (ORCA input):
```
! RIJCOSX wB97M-V def2-TZVPD def2/J DEFGRID3
* xyz 0 1
C 1.877 0.799 2.209
N 1.218 0.589 0.210
C -0.121 0.852 0.022
C -0.651 -0.202 -0.661
C -2.064 -0.420 -1.107
C 0.473 -1.065 -0.873
N 1.586 -0.583 -0.374
H 1.936 1.289 0.398
H 2.281 -0.231 2.197
H 0.861 0.672 2.631
H -0.570 1.755 0.415
H -2.123 -0.495 -2.199
H -2.708 0.406 -0.794
H -2.478 -1.345 -0.692
H 0.483 -2.021 -1.383
*
```

=====

Arrangement b

C5H8N2 in the gas phase. Source: the Open Molecules 2025 dataset; level of theory: wB97M-V/def2-TZVPD.

**HOMO-LUMO gap**: 10.02 eV
**LUMO**: 0.0099 Ha

Structure (ORCA input):
```
! RIJCOSX wB97M-V def2-TZVPD def2/J DEFGRID3
* xyz 0 1
C 2.370 -1.444 0.895
N 1.122 -0.856 0.467
C 1.165 0.107 -0.356
C -0.099 0.671 -0.819
N -0.584 1.639 -1.461
C -1.530 0.558 -0.940
C -2.483 0.879 0.183
H 3.239 -1.131 0.298
H 2.269 -2.533 0.846
H 2.543 -1.184 1.945
H 2.093 0.533 -0.765
H -1.923 -0.108 -1.710
H -2.067 1.649 0.839
H -3.441 1.238 -0.208
H -2.675 -0.016 0.787
*
```

=====

Relative energies, kcal/mol: arrangement a 54.2; arrangement b 0.0.

=====

Arrangement a

C2H5N3O2 in the gas phase. Source: the Open Molecules 2025 dataset; level of theory: wB97M-V/def2-TZVPD.

**HOMO-LUMO gap**: 9.39 eV
**LUMO**: 0.0264 Ha

Structure (ORCA input):
```
! RIJCOSX wB97M-V def2-TZVPD def2/J DEFGRID3
* xyz 0 1
N -2.220 -0.908 -0.844
C -1.709 -0.130 -0.078
C -0.904 0.477 0.748
N 0.233 1.107 0.112
O 0.848 0.132 -0.859
N 2.070 -0.273 -0.466
O 1.959 -1.098 0.708
H -3.155 -0.711 -1.199
H -0.807 0.353 1.860
H -0.106 1.944 -0.461
H 2.768 0.350 -0.263
H 1.023 -1.242 0.743
*
```

=====

Arrangement b

C2H5N3O2 in the gas phase. Source: the Open Molecules 2025 dataset; level of theory: wB97M-V/def2-TZVPD.

**HOMO-LUMO gap**: 8.71 eV
**LUMO**: -0.0028 Ha

Structure (ORCA input):
```
! RIJCOSX wB97M-V def2-TZVPD def2/J DEFGRID3
* xyz 0 1
N -0.188 -1.287 -1.188
N 0.928 -0.549 -0.738
C 0.931 0.897 -0.313
O 0.748 1.858 -0.991
C 0.571 0.373 1.069
N -0.580 0.398 1.631
O -1.658 0.502 0.725
H -0.879 -0.641 -1.554
H -0.608 -1.775 -0.394
H 1.748 -0.772 -1.300
H 1.404 0.317 1.757
H -2.416 0.680 1.297
*
```

=====

Arrangement c

C2H5N3O2 in the gas phase. Source: the Open Molecules 2025 dataset; level of theory: wB97M-V/def2-TZVPD.

**HOMO-LUMO gap**: 10.11 eV
**LUMO**: 0.0291 Ha

Structure (ORCA input):
```
! RIJCOSX wB97M-V def2-TZVPD def2/J DEFGRID3
* xyz 0 1
N -2.336 -0.236 -0.269
C -1.069 -0.058 0.045
N -0.353 1.116 0.311
O 0.919 1.139 -0.208
C 1.685 -0.006 0.021
O 1.046 -1.173 -0.354
N -0.222 -1.222 0.380
H -2.842 0.621 -0.315
H -0.743 1.941 -0.180
H 2.140 -0.101 1.088
H 2.526 0.021 -0.678
H -0.752 -2.042 0.158
*
```

=====

Arrangement d

A molecular structure, C2H5N3O2. Source: the Open Molecules 2025 dataset; level of theory: wB97M-V/def2-TZVPD.

**HOMO-LUMO gap**: 10.51 eV
**LUMO**: 0.0228 Ha

Structure (ORCA input):
```
! RIJCOSX wB97M-V def2-TZVPD def2/J DEFGRID3
* xyz 0 1
N 0.167 -0.342 -0.134
N 0.409 1.015 -0.417
N 1.262 -1.187 -0.005
C -1.234 -0.824 -0.287
C -0.077 1.331 0.864
O -2.042 -0.402 -1.086
O -1.167 1.944 0.956
H -0.171 1.367 -1.178
H 1.597 -1.400 -0.945
H 2.010 -0.650 0.435
H -1.245 -1.874 0.044
H 0.491 1.024 1.751
*
```

=====

Relative energies, kcal/mol: arrangement a 84.8; arrangement b 36.5; arrangement c 23.9; arrangement d 0.0.